Record 1
ORCA calculation (ωB97M-V with the def2-TZVPD basis set) on 21 unconnected molecules or ions with the total composition C71H146N4O51 in a non-equilibrium geometry.

Atoms and positions in Å:
C (-0.794, 0.229, -7.467)
O (-1.924, -0.210, -6.783)
C (-1.885, 0.354, -5.466)
C (-3.211, -0.004, -4.740)
O (-2.847, -0.058, -3.366)
C (-3.814, -0.390, -2.389)
C (-5.098, 0.425, -2.531)
O (-4.807, 1.831, -2.419)
C (-5.932, 2.673, -2.538)
H (0.029, -0.248, -6.935)
H (-0.475, 1.262, -7.603)
H (-0.695, -0.194, -8.467)
H (-1.726, 1.428, -5.369)
H (-1.021, -0.133, -5.015)
H (-3.765, -0.811, -5.220)
H (-3.924, 0.810, -4.871)
H (-3.307, -0.189, -1.446)
H (-4.074, -1.445, -2.472)
H (-5.807, 0.092, -1.773)
H (-5.594, 0.253, -3.486)
H (-5.587, 3.706, -2.495)
H (-6.540, 2.499, -1.650)
H (-6.525, 2.573, -3.447)
C (3.192, 9.361, -1.033)
O (2.320, 8.524, -0.233)
C (2.108, 9.001, 1.127)
C (2.697, 8.091, 2.177)
O (4.172, 7.950, 2.022)
C (4.836, 7.095, 2.974)
C (6.391, 7.273, 2.791)
O (6.924, 6.711, 1.583)
C (6.568, 7.386, 0.401)
H (4.222, 9.342, -0.676)
H (2.765, 10.364, -1.062)
H (3.182, 9.097, -2.090)
H (1.057, 8.982, 1.417)
H (2.397, 10.040, 1.281)
H (2.239, 7.119, 1.990)
H (2.400, 8.494, 3.145)
H (4.643, 6.044, 2.759)
H (4.599, 7.362, 4.004)
H (6.891, 6.741, 3.601)
H (6.766, 8.271, 3.019)
H (7.226, 6.956, -0.355)
H (6.767, 8.455, 0.477)
H (5.543, 7.190, 0.087)
C (-4.153, -5.769, 0.695)
O (-4.084, -5.821, -0.706)
C (-3.309, -4.773, -1.173)
C (-3.200, -4.729, -2.659)
O (-4.312, -4.216, -3.269)
C (-4.239, -4.133, -4.707)
C (-5.493, -3.570, -5.403)
O (-5.778, -2.257, -4.963)
C (-7.021, -1.801, -5.481)
H (-3.115, -5.816, 1.024)
H (-4.500, -6.735, 1.061)
H (-4.669, -4.901, 1.106)
H (-2.311, -4.834, -0.739)
H (-3.671, -3.814, -0.805)
H (-2.958, -5.716, -3.054)
H (-2.320, -4.121, -2.869)
H (-4.176, -5.170, -5.037)
H (-3.341, -3.586, -4.994)
H (-6.297, -4.299, -5.302)
H (-5.212, -3.413, -6.444)
H (-7.886, -2.203, -4.955)
H (-7.192, -2.008, -6.537)
H (-6.969, -0.715, -5.405)
C (-5.069, -3.480, 6.945)
O (-3.736, -3.580, 6.522)
C (-3.633, -4.531, 5.508)
C (-2.246, -5.048, 5.276)
O (-1.590, -5.343, 6.522)
C (-2.152, -6.407, 7.308)
C (-1.069, -6.603, 8.387)
O (-1.051, -7.983, 8.744)
C (-0.985, -8.369, 10.070)
H (-5.469, -4.186, 7.672)
H (-5.677, -3.358, 6.049)
H (-5.225, -2.480, 7.349)
H (-4.148, -4.166, 4.620)
H (-4.293, -5.341, 5.821)
H (-1.644, -4.356, 4.687)
H (-2.288, -5.935, 4.642)
H (-2.148, -7.292, 6.671)
H (-3.184, -6.180, 7.579)
H (-1.400, -6.018, 9.244)
H (-0.047, -6.424, 8.052)
H (-0.848, -9.439, 10.232)
H (-1.997, -8.150, 10.409)
H (-0.270, -7.931, 10.766)
C (-2.707, 2.318, 1.188)
O (-3.805, 3.298, 1.216)
C (-5.016, 3.031, 1.807)
O (-5.366, 1.973, 2.328)
O (-5.752, 4.167, 1.666)
C (-7.030, 4.135, 2.302)
H (-3.079, 1.463, 0.624)
H (-2.348, 1.950, 2.149)
H (-1.824, 2.705, 0.679)
H (-7.115, 3.763, 3.323)
H (-7.700, 3.453, 1.780)
H (-7.433, 5.146, 2.360)
C (3.518, 5.265, -0.337)
O (2.406, 4.533, -0.883)
C (2.670, 3.450, -1.613)
O (3.747, 3.088, -2.028)
O (1.450, 2.924, -1.914)
C (1.404, 1.769, -2.797)
H (3.388, 5.728, 0.641)
H (3.687, 6.069, -1.055)
H (4.441, 4.694, -0.238)
H (0.451, 1.542, -3.274)
H (1.762, 0.903, -2.241)
H (2.171, 1.913, -3.558)
C (8.310, 0.050, -4.958)
O (7.083, 0.045, -4.223)
C (6.234, -0.911, -4.448)
O (6.361, -1.891, -5.179)
O (5.159, -0.599, -3.805)
C (3.901, -1.399, -3.898)
H (8.937, -0.842, -4.937)
H (9.057, 0.787, -4.663)
H (8.097, 0.236, -6.010)
H (3.514, -1.560, -2.892)
H (4.041, -2.372, -4.367)
H (3.150, -0.781, -4.390)
C (3.736, -5.562, -3.924)
O (3.625, -5.761, -2.506)
C (2.622, -5.048, -1.976)
O (2.004, -4.084, -2.527)
O (2.329, -5.469, -0.834)
C (1.126, -5.119, -0.093)
H (2.824, -5.722, -4.499)
H (4.425, -6.343, -4.247)
H (4.263, -4.673, -4.269)
H (1.131, -4.063, 0.174)
H (1.100, -5.752, 0.794)
H (0.249, -5.315, -0.711)
C (2.101, 4.057, 4.799)
O (1.403, 4.232, 3.585)
C (0.672, 5.321, 3.387)
O (0.779, 6.386, 4.014)
O (-0.332, 4.916, 2.510)
C (-1.313, 5.816, 2.122)
H (1.608, 4.352, 5.725)
H (3.126, 4.426, 4.753)
H (2.174, 2.974, 4.895)
H (-1.833, 5.362, 1.278)
H (-0.807, 6.748, 1.869)
H (-1.972, 5.970, 2.977)
C (-0.007, 8.211, -6.573)
O (-0.496, 7.506, -5.396)
C (0.028, 7.826, -4.172)
O (0.928, 8.633, -4.008)
O (-0.546, 7.066, -3.213)
C (-0.142, 7.120, -1.877)
H (-0.570, 7.975, -7.476)
H (1.009, 7.839, -6.705)
H (-0.036, 9.283, -6.381)
H (-0.925, 6.731, -1.226)
H (0.165, 8.088, -1.479)
H (0.790, 6.580, -1.706)
C (-1.644, 3.378, 5.689)
O (-1.589, 2.155, 4.950)
C (-0.443, 1.439, 4.999)
O (0.476, 1.689, 5.713)
O (-0.574, 0.470, 4.090)
C (0.382, -0.541, 4.046)
H (-1.575, 3.126, 6.748)
H (-2.611, 3.872, 5.594)
H (-0.813, 3.979, 5.321)
H (1.325, -0.067, 3.778)
H (0.152, -1.327, 3.327)
H (0.471, -0.906, 5.069)
C (-1.279, -1.975, -0.410)
O (-0.960, -0.578, -0.461)
C (0.154, -0.135, 0.134)
O (1.057, -0.864, 0.460)
O (0.081, 1.181, 0.357)
C (1.015, 1.773, 1.232)
H (-2.368, -2.017, -0.430)
H (-0.866, -2.577, 0.400)
H (-0.934, -2.418, -1.344)
H (0.871, 2.853, 1.189)
H (2.028, 1.453, 0.989)
H (0.827, 1.422, 2.247)
C (0.015, -8.273, -4.398)
O (-0.358, -6.873, -4.280)
C (0.055, -6.059, -5.186)
O (0.612, -6.485, -6.225)
O (-0.333, -4.811, -4.881)
C (0.028, -3.676, -5.671)
H (-0.662, -8.928, -3.851)
H (1.024, -8.484, -4.044)
H (-0.062, -8.523, -5.456)
H (0.954, -3.209, -5.337)
H (-0.752, -2.947, -5.450)
H (0.237, -3.867, -6.724)
C (-4.049, 7.290, -4.219)
O (-3.626, 6.510, -3.205)
C (-3.232, 5.155, -3.419)
O (-3.229, 4.630, -4.556)
O (-2.824, 4.696, -2.236)
C (-2.006, 3.601, -2.161)
H (-4.832, 6.775, -4.776)
H (-3.232, 7.356, -4.937)
H (-4.525, 8.181, -3.811)
H (-1.418, 3.440, -3.065)
H (-2.563, 2.676, -2.009)
H (-1.314, 3.805, -1.344)
C (1.977, -8.341, 0.415)
O (0.927, -8.822, -0.383)
C (-0.357, -8.289, -0.269)
O (-0.735, -7.497, 0.609)
O (-1.163, -8.896, -1.232)
C (-2.505, -8.378, -1.379)
H (2.666, -7.616, -0.017)
H (2.541, -9.234, 0.688)
H (1.669, -7.958, 1.388)
H (-3.048, -8.221, -0.447)
H (-2.986, -9.084, -2.055)
H (-2.414, -7.461, -1.961)
C (4.597, 0.439, -0.419)
O (5.775, -0.259, -0.448)
C (6.895, 0.288, -0.320)
O (7.184, 1.496, -0.276)
O (7.822, -0.720, 0.030)
C (9.117, -0.377, 0.363)
H (4.547, 1.245, 0.313)
H (3.824, -0.322, -0.312)
H (4.523, 0.833, -1.432)
H (9.472, 0.330, -0.388)
H (9.834, -1.191, 0.261)
H (9.230, -0.010, 1.383)
C (3.979, -2.337, 1.848)
O (4.311, -1.161, 2.541)
C (3.884, -1.051, 3.838)
O (3.221, -1.932, 4.454)
O (4.226, 0.232, 4.266)
C (3.966, 0.626, 5.588)
H (2.911, -2.282, 1.638)
H (4.271, -3.250, 2.367)
H (4.514, -2.187, 0.911)
H (4.185, -0.207, 6.257)
H (2.948, 1.001, 5.693)
H (4.642, 1.463, 5.758)
C (6.471, 3.067, 3.113)
C (5.063, 2.902, 2.824)
N (3.932, 2.849, 2.619)
H (6.748, 3.025, 4.166)
H (6.821, 3.979, 2.629)
H (7.026, 2.327, 2.535)
C (-7.250, -2.601, -1.666)
C (-6.383, -2.656, -0.476)
N (-5.732, -2.700, 0.468)
H (-7.024, -1.822, -2.394)
H (-8.282, -2.454, -1.345)
H (-7.100, -3.614, -2.038)
C (-4.207, -0.676, 2.307)
C (-3.272, -1.812, 2.409)
N (-2.462, -2.688, 2.473)
H (-4.990, -0.827, 3.050)
H (-4.573, -0.490, 1.297)
H (-3.610, 0.204, 2.544)
C (1.428, -4.301, 5.015)
C (2.056, -5.325, 4.257)
N (2.566, -6.188, 3.648)
H (1.021, -3.678, 4.219)
H (2.277, -3.873, 5.549)
H (0.722, -4.735, 5.724)

DFT total energy in Eh: -6848.733459
LUMO level in eV: 0.37



Record 2
ORCA calculation (ωB97M-V with the def2-TZVPD basis set) on a molecular structure, C71H59N2O5P4Ti in a non-equilibrium geometry.

Atoms and positions in Å:
Ti (-0.076, 0.083, 0.330)
C (4.867, -4.318, -3.752)
C (4.967, -3.385, -2.532)
C (6.432, -3.307, -2.063)
C (4.114, -3.939, -1.410)
C (4.309, -5.230, -0.935)
C (3.532, -5.747, 0.085)
C (2.511, -4.999, 0.650)
C (2.292, -3.704, 0.209)
P (1.048, -2.510, 0.860)
C (1.964, -2.001, 2.380)
C (1.738, -2.520, 3.651)
C (2.514, -2.109, 4.725)
C (3.509, -1.165, 4.550)
C (3.722, -0.618, 3.292)
C (2.959, -1.035, 2.214)
C (-0.349, -3.607, 1.314)
C (-1.532, -3.376, 0.608)
C (-2.644, -4.177, 0.793)
C (-2.586, -5.247, 1.674)
C (-1.417, -5.490, 2.375)
C (-0.310, -4.675, 2.208)
C (3.101, -3.195, -0.811)
O (2.781, -1.925, -1.178)
C (3.462, -1.375, -2.222)
C (3.016, -0.097, -2.547)
C (3.602, 0.592, -3.599)
C (4.613, -0.027, -4.317)
C (5.051, -1.296, -3.975)
C (4.494, -2.001, -2.914)
P (1.519, 0.510, -1.665)
C (0.400, 0.069, -3.057)
C (-0.184, -1.197, -2.938)
C (-0.963, -1.711, -3.960)
C (-1.175, -0.961, -5.106)
C (-0.567, 0.276, -5.245)
C (0.237, 0.784, -4.238)
C (2.094, 2.238, -1.491)
C (1.770, 3.350, -2.256)
C (2.401, 4.562, -2.017)
C (3.356, 4.672, -1.022)
C (3.683, 3.564, -0.254)
C (3.059, 2.355, -0.485)
H (5.286, -5.291, -3.523)
H (5.421, -3.911, -4.590)
H (3.831, -4.455, -4.053)
H (6.785, -4.292, -1.778)
H (6.536, -2.645, -1.206)
H (7.068, -2.940, -2.862)
H (5.078, -5.842, -1.378)
H (3.723, -6.744, 0.451)
H (1.901, -5.442, 1.414)
H (0.963, -3.248, 3.819)
H (2.346, -2.544, 5.699)
H (4.123, -0.866, 5.385)
H (4.497, 0.119, 3.154)
H (3.154, -0.628, 1.225)
H (-1.571, -2.558, -0.114)
H (-3.549, -3.984, 0.239)
H (-3.437, -5.896, 1.803)
H (-1.357, -6.334, 3.045)
H (0.574, -4.902, 2.780)
H (3.292, 1.593, -3.856)
H (5.055, 0.479, -5.161)
H (5.846, -1.752, -4.542)
H (0.014, -1.801, -2.044)
H (-1.400, -2.694, -3.865)
H (-1.784, -1.355, -5.902)
H (-0.701, 0.838, -6.155)
H (0.768, 1.710, -4.391)
H (1.051, 3.281, -3.054)
H (2.151, 5.413, -2.631)
H (3.856, 5.613, -0.855)
H (4.437, 3.639, 0.513)
H (3.335, 1.477, 0.094)
O (0.968, 1.144, 1.327)
C (1.076, 1.215, 2.597)
C (0.395, 0.385, 3.508)
C (0.572, 0.524, 4.905)
C (-0.118, -0.288, 5.766)
C (-1.000, -1.279, 5.301)
C (-1.182, -1.449, 3.952)
C (-0.498, -0.638, 3.023)
O (-0.684, -0.784, 1.746)
N (0.063, -0.108, 7.216)
O (0.945, 0.638, 7.548)
O (-0.687, -0.717, 7.928)
H (1.738, 1.994, 2.990)
H (1.246, 1.276, 5.293)
H (-1.527, -1.888, 6.021)
H (-1.854, -2.200, 3.565)
C (-0.934, 3.892, 0.981)
N (-1.892, 2.981, 0.320)
P (-2.212, 1.609, 1.318)
C (-3.834, 0.995, 0.743)
C (-4.119, -0.323, 1.096)
C (-5.363, -0.862, 0.832)
C (-6.327, -0.085, 0.208)
C (-6.043, 1.223, -0.152)
C (-4.800, 1.771, 0.113)
C (-2.844, 2.417, 2.844)
C (-3.661, 3.538, 2.701)
C (-4.243, 4.105, 3.819)
C (-4.022, 3.560, 5.076)
C (-3.233, 2.431, 5.215)
C (-2.648, 1.856, 4.100)
P (-1.222, 2.462, -1.216)
C (-1.594, 3.982, -2.174)
C (-1.251, 4.003, -3.527)
C (-1.422, 5.151, -4.279)
C (-1.935, 6.297, -3.691)
C (-2.352, 6.258, -2.371)
C (-2.180, 5.115, -1.610)
C (-2.505, 1.316, -1.874)
C (-3.456, 1.692, -2.820)
C (-4.303, 0.744, -3.369)
C (-4.225, -0.579, -2.970)
C (-3.296, -0.966, -2.015)
C (-2.426, -0.025, -1.501)
H (-1.461, 4.506, 1.713)
H (-0.472, 4.548, 0.242)
H (-0.134, 3.356, 1.508)
H (-3.349, -0.919, 1.578)
H (-5.582, -1.881, 1.109)
H (-7.300, -0.501, 0.002)
H (-6.799, 1.818, -0.640)
H (-4.584, 2.788, -0.181)
H (-3.849, 3.956, 1.723)
H (-4.879, 4.971, 3.711)
H (-4.472, 4.008, 5.947)
H (-3.079, 1.993, 6.189)
H (-2.057, 0.961, 4.206)
H (-0.871, 3.109, -4.001)
H (-1.146, 5.159, -5.322)
H (-2.019, 7.209, -4.259)
H (-2.803, 7.131, -1.926)
H (-2.517, 5.128, -0.586)
H (-3.536, 2.722, -3.134)
H (-5.034, 1.047, -4.103)
H (-4.882, -1.314, -3.405)
H (-3.257, -1.994, -1.687)
H (-1.642, -0.338, -0.753)

DFT total energy in Eh: -5440.625593
LUMO level in eV: -10.09
Total charge: +3



- DFT total energy of number 2 (C71H59N2O5P4Ti)?
  -5440.625593 Eh



- Number 2 is which compound?
  C71H59N2O5P4Ti



- LUMO level of number 2 (C71H59N2O5P4Ti)?
  -10.09 eV



- LUMO level of number 1 (C71H146N4O51)?
  0.37 eV